# C24H45O4PS3SiTc

A structure of composition C24H45O4PS3SiTc in a non-equilibrium geometry (ωB97M-V/def2-TZVPD, OMol25).

Its orbital gap (alpha / beta) is 7.06 / 6.92 eV. Its LUMO energy (alpha / beta) is -6.49 / -6.59 eV. The energy relative to the best compared isomer or geometry (same formula, charge and spin) comes out at 0.000 eV.

```
! RIJCOSX wB97M-V def2-TZVPD def2/J DEFGRID3
* xyz 2 2
Si 3.06 1.13 -1.78
H 0.06 -4.14 -2.31
H 4.19 3.17 -2.58
H -4.19 1.92 -1.55
C -2.10 -1.99 -1.81
H -0.11 -1.30 -5.45
H -4.05 1.50 1.58
C -1.10 -1.80 3.06
Tc -0.05 0.67 -0.19
H 2.68 0.54 -4.21
H 0.17 -2.84 -0.11
H -1.72 4.31 0.78
H 0.64 -2.32 5.92
C 3.28 2.98 -2.01
H 4.35 0.49 -3.71
H 5.22 0.36 -0.93
H -2.01 -2.07 2.54
C -2.13 2.11 2.33
H -0.23 -2.69 -4.37
O -0.59 -0.55 1.19
O -1.57 -3.10 5.02
S -2.59 0.80 -0.15
H -3.02 -1.94 0.17
H -2.49 3.41 -2.78
H 1.55 -1.96 -0.71
S -0.55 2.63 -1.60
H 4.28 1.11 0.36
C -2.67 -2.66 -0.57
C 4.22 0.44 -0.50
H -2.95 1.07 -2.45
H -2.64 -4.09 3.54
H -3.37 2.88 0.74
P -0.47 -1.17 -1.66
H -0.21 4.89 1.41
H 1.09 -0.75 -3.37
H 3.39 0.36 3.99
H -1.93 -3.31 -0.09
H 1.49 -3.27 -2.86
H 4.06 0.38 2.37
H -2.02 1.20 2.92
C 0.00 -0.76 -3.38
H -2.81 -1.32 -2.29
C 0.96 -3.62 -1.98
C -0.52 -1.65 -4.50
C 3.34 0.23 -3.40
C 3.24 0.74 2.99
C -0.66 4.07 0.86
C 0.42 -1.92 4.94
S -0.44 2.54 1.84
C 1.94 0.34 2.35
C 0.00 3.99 -0.51
H -0.29 0.28 -3.54
H -3.25 -4.19 5.21
C -3.12 1.74 -1.60
H 3.29 1.83 3.01
C 0.64 -2.47 -1.03
H 1.59 -4.35 -1.48
C -0.20 -0.94 2.41
H 3.31 -0.86 -3.30
C 1.29 -1.09 4.30
H 2.21 -0.84 4.80
H 3.93 -0.55 -0.16
C 1.02 -0.55 3.01
H -3.51 -3.29 -0.85
H 1.07 3.82 -0.42
H 2.45 3.42 -2.58
H 3.37 3.50 -1.06
H -1.90 -2.76 -2.57
H -3.47 -2.68 4.29
C -3.12 1.92 1.19
H -2.62 3.78 -1.07
O 1.42 0.98 -1.26
H -2.53 2.87 3.00
C -0.79 -2.28 4.32
H -1.61 -1.61 -4.59
H -0.13 4.92 -1.07
O 1.69 0.86 1.24
C -2.81 -3.53 4.47
C -2.33 3.01 -1.78
*
```

---

# H2N3O2

A cluster of 2 separate species, H2N3O2 in total in a non-equilibrium geometry (ωB97M-V/def2-TZVPD, OMol25).

Its orbital gap (alpha / beta) is 8.98 / 7.64 eV. Its LUMO energy (alpha / beta) is 4.79 / 3.61 eV. The energy relative to the best compared isomer or geometry (same formula, charge and spin) comes out at 4.185 eV.

```
! RIJCOSX wB97M-V def2-TZVPD def2/J DEFGRID3
* xyz -1 1
N -0.19 -0.23 0.67
H 0.78 -0.75 -1.94
N -0.61 0.91 0.88
O -0.55 1.92 0.21
H 0.46 -1.51 -0.59
O -1.14 0.93 2.05
N 1.25 -1.28 -1.26
*
```

---

# C32H58N6O15

A cluster of 11 separate species, C32H58N6O15 in total in a non-equilibrium geometry (ωB97M-V/def2-TZVPD, OMol25).

Its SMILES is CCOC(=O)OC.CCOC(=O)OC.CCOC(=O)OC.CCOC(=O)OC.CCOC(=O)OC.CC#N.CC#N.CC#N.CC#N.CC#N.CC#N. Its orbital gap is 10.82 eV. Its LUMO energy is 0.14 eV.

```
! RIJCOSX wB97M-V def2-TZVPD def2/J DEFGRID3
* xyz 0 1
C -4.86 -20.94 -2.26
C -0.65 -19.98 -0.69
O -1.77 -18.72 -5.44
H -1.07 -18.60 -3.58
H -4.26 -21.06 -1.37
H -4.34 -21.40 -3.08
C -2.77 -21.87 2.40
C -1.38 -22.40 2.12
H 4.62 -19.32 -0.34
C -7.18 -23.19 -5.08
N 2.06 -26.07 -0.86
O 1.30 -24.28 -3.25
C -3.73 -17.88 -8.16
H 1.05 -19.04 -1.38
H -4.28 -18.82 -8.15
H -2.73 -20.95 -4.33
H -0.74 -21.51 2.04
H -1.29 -23.29 -6.74
H -2.99 -32.57 -2.26
H 1.11 -29.57 0.28
O 3.16 -18.99 -2.83
C 2.99 -19.16 -4.17
H -0.40 -28.84 0.97
H 3.95 -23.45 -0.73
H -2.50 -32.01 -0.66
C 2.77 -25.23 -0.57
C -3.04 -23.59 -5.51
H 1.45 -18.67 -6.40
H -1.92 -24.30 -1.24
H -6.23 -24.19 0.02
O 3.85 -18.93 -5.01
H -2.15 -27.01 -2.64
N 5.93 -22.80 -2.24
C -1.57 -25.29 -1.54
H -6.43 -25.61 1.11
H -2.79 -21.30 3.31
C 4.42 -18.42 -2.41
C 6.05 -22.22 -3.23
H 4.43 -17.43 -2.86
C -2.61 -31.68 -1.77
C 0.36 -24.21 -2.30
H -3.21 -29.72 -1.37
H 3.01 -23.46 -3.79
H -7.70 -22.27 -5.38
H 2.68 -23.00 -2.16
O -3.92 -23.04 0.28
H 6.17 -22.42 -5.29
H -4.58 -30.91 -1.56
O 1.71 -19.44 -4.45
C 3.68 -24.24 -0.06
H -7.96 -23.66 -4.48
O 0.72 -30.66 -2.20
N -4.06 -23.38 -5.06
O -1.40 -31.35 -2.40
H 3.21 -23.93 0.88
C -2.86 -18.44 -6.11
H -5.04 -19.88 -2.54
H -0.95 -21.05 -4.11
H -3.34 -17.65 -9.11
C -1.91 -19.08 -4.03
C -1.90 -20.57 -3.78
C 4.31 -18.37 -0.86
H -2.75 -18.60 -3.53
H 4.93 -17.58 -0.42
H 3.33 -18.16 -0.55
H -2.10 -20.63 -2.70
C -6.10 -21.65 -2.04
C 0.10 -29.21 0.03
H -4.30 -17.04 -7.77
H 4.60 -24.81 0.22
H 0.64 -20.50 -2.13
H 2.14 -20.30 -6.23
O -0.54 -25.10 -2.55
H -1.09 -25.72 -0.63
O 0.36 -23.41 -1.43
H 5.31 -18.92 -2.74
O -2.53 -18.15 -7.37
H -0.96 -22.95 2.96
H -3.34 -26.56 -1.45
H -3.23 -25.61 -2.88
N -1.74 -19.86 -0.34
C 6.19 -21.63 -4.54
H 0.41 -19.98 -5.88
C -3.61 -30.54 -1.92
H -2.23 -24.79 -6.92
H 0.35 -28.40 -0.60
H -6.21 -22.97 -4.67
O -3.75 -22.96 2.58
O -0.84 -30.15 -0.56
H -3.06 -21.31 1.53
C -0.37 -30.71 -1.75
H -1.26 -22.99 1.18
H -1.21 -24.66 -5.55
H -3.63 -30.29 -2.96
C -2.63 -26.17 -2.19
C 2.24 -23.17 -3.15
H 1.37 -20.45 -0.49
C 1.41 -19.60 -5.84
C -1.89 -24.06 -6.20
O -4.87 -24.55 1.66
H 5.28 -21.01 -4.64
O -3.97 -18.49 -5.62
C -5.72 -24.97 0.59
N -6.84 -24.78 -7.14
C 0.67 -20.01 -1.15
C -6.90 -24.09 -6.22
N -7.05 -22.26 -1.90
H 1.78 -22.26 -3.49
C -4.13 -23.46 1.40
H 7.06 -21.09 -4.50
H -5.16 -25.62 0.01
*
```

---

# C36H57BN7O2Pr

A structure of composition C36H57BN7O2Pr in a non-equilibrium geometry (ωB97M-V/def2-TZVPD, OMol25).

Its orbital gap (alpha / beta) is 7.97 / 7.98 eV. Its LUMO energy (alpha / beta) is -5.72 / -5.71 eV. The energy relative to the best compared isomer or geometry (same formula, charge and spin) comes out at 0.000 eV.

```
! RIJCOSX wB97M-V def2-TZVPD def2/J DEFGRID3
* xyz 2 3
C -5.15 -3.98 -1.61
H -3.58 -0.34 2.92
H -5.96 -5.20 -0.02
Pr 0.53 -0.16 0.40
H 1.45 -3.17 -4.23
N 1.67 1.99 0.10
H -4.17 -2.76 -2.99
B 0.16 2.26 -1.95
H 1.78 4.18 -3.24
C 1.46 -3.35 -3.16
C 2.42 -2.87 3.12
N -1.18 2.06 -1.19
H 2.79 -3.36 -0.77
H -4.85 2.25 1.79
C 2.93 3.84 -0.04
H -5.88 -4.28 -2.36
H 0.13 -4.64 5.01
O -1.21 -1.46 -0.54
H 0.24 -3.18 6.10
C -2.80 1.49 1.99
C 3.47 2.30 1.87
H -3.55 3.48 2.21
H 3.47 0.67 3.29
H 2.74 -2.75 2.10
N -1.21 1.45 0.00
C -2.28 2.82 -1.37
H -1.32 -0.34 -2.77
H -3.97 -0.22 1.22
C -1.59 1.71 2.90
H 1.34 -2.34 -0.56
H -4.39 -4.28 1.71
H 1.89 -0.72 -5.13
H 5.31 2.90 1.02
C -3.15 -2.72 -1.06
H 3.86 -2.30 -4.01
H 2.43 -3.91 3.30
C -1.19 -2.26 4.07
H 3.90 3.15 3.88
C 2.04 3.78 -1.10
C -3.33 -3.14 0.27
C 1.87 4.74 -2.27
H 2.68 5.49 -2.34
H 1.88 1.05 2.70
H 0.28 1.29 -5.99
C -2.38 1.82 0.56
C 4.94 2.05 1.54
H 0.77 2.69 -4.98
C -3.91 2.43 2.35
H 2.95 -1.57 -0.53
H -1.59 -2.39 3.06
H 3.16 -2.36 3.74
C -3.08 2.63 -0.30
C 1.78 -0.83 -2.90
H -1.23 -1.22 4.45
H -1.69 -1.84 -3.51
H 4.33 -1.61 -2.44
H 2.28 3.55 3.14
C 2.24 -2.24 -2.50
N 1.28 2.69 -1.00
H 0.95 5.33 -2.19
C -2.54 3.66 -2.60
H -2.40 -0.70 1.74
C 2.95 0.97 2.39
H -4.10 2.29 3.41
H -3.59 3.59 -2.79
C -2.06 -1.17 -2.74
H -1.22 2.72 2.78
C 3.33 3.37 2.96
C 0.83 0.84 -3.96
H 0.44 -3.48 -2.79
H -1.87 3.32 -3.37
H 5.11 1.19 0.92
H 1.60 -3.77 5.29
C 0.99 -2.31 3.17
H -3.05 -0.85 -3.07
H 5.56 1.88 2.43
H 4.17 -3.30 -2.58
H -1.81 1.45 3.93
H -2.24 4.67 -2.37
H -4.04 3.11 -0.13
H 3.11 0.12 1.65
H 3.69 4.62 0.07
C -4.41 -3.95 0.65
C 3.72 -2.37 -2.92
C -5.25 -4.47 -0.31
C 2.69 2.69 0.67
C 0.25 1.72 -4.98
H -0.78 1.07 2.57
H -1.78 -2.86 4.74
N 0.16 -2.72 4.10
C 1.59 -0.31 -4.18
C -3.21 0.00 1.98
C 2.31 -2.41 -0.98
C 0.53 -3.65 5.20
H -2.59 -2.90 1.00
O 0.63 -1.43 2.33
C -2.10 -1.77 -1.40
N 0.66 0.97 -2.66
C -4.18 -3.10 -1.97
H 1.94 -4.27 -2.91
H 3.68 4.31 2.53
H -0.81 1.92 -4.79
H 0.06 3.11 -2.79
N 1.23 -0.06 -1.97
*
```

---

# C22H18N2O7

A structure of composition C22H18N2O7 in a non-equilibrium geometry (ωB97M-V/def2-TZVPD, OMol25).

Its orbital gap is 7.79 eV. Its LUMO energy is -0.74 eV.

```
! RIJCOSX wB97M-V def2-TZVPD def2/J DEFGRID3
* xyz 0 1
C -0.46 -1.90 -1.55
C 0.70 3.11 5.01
N 0.09 0.72 1.61
C -1.33 -2.63 -3.81
C 0.15 -3.29 -1.39
H 3.12 -4.51 0.80
C 0.13 1.65 2.66
H -1.38 -3.39 -6.26
O 0.27 -6.16 -3.16
O -2.32 -2.22 -4.79
H 0.14 -1.31 0.42
O 0.03 4.91 1.23
C -0.26 0.33 -0.54
H 3.62 -2.80 1.22
C -0.48 -0.92 -0.53
O 2.65 -1.90 -0.93
C 0.11 3.44 1.43
C 0.38 0.96 3.96
H 0.63 1.27 6.06
C -0.01 -4.20 -2.39
C -0.69 7.04 1.18
H -2.79 -3.97 -5.37
N 0.69 -5.27 -2.34
H 2.08 -3.60 1.96
H -1.15 7.20 0.42
C -0.28 1.20 0.57
H -2.91 -2.60 -6.35
C 0.38 2.86 2.61
C -1.09 5.69 1.50
O -1.89 5.10 2.33
H -0.82 -4.70 -4.19
C -2.22 -3.12 -5.81
O 0.98 -3.54 -0.28
C 3.05 -3.51 0.99
H -1.25 7.74 1.99
C -1.05 -1.83 -2.58
H -0.62 0.77 -1.47
C 0.00 2.62 0.23
O 1.64 -5.37 -1.70
C 0.34 3.66 3.83
C -0.62 -3.84 -3.78
H 0.65 3.75 5.83
H 0.18 7.22 1.32
C 2.29 -3.01 -0.12
H -0.44 2.88 -0.46
H 0.49 4.81 3.78
H -1.71 -0.91 -2.73
H 0.45 -0.18 4.27
C 0.54 1.74 5.32
*
```

---

# C4H3NO

A cluster of 2 separate species, C4H3NO in total in a non-equilibrium geometry (ωB97M-V/def2-TZVPD, OMol25).

Its orbital gap (alpha / beta) is 8.87 / 8.87 eV. Its LUMO energy (alpha / beta) is -0.45 / -0.45 eV. The energy relative to the best compared isomer or geometry (same formula, charge and spin) comes out at 4.763 eV.

```
! RIJCOSX wB97M-V def2-TZVPD def2/J DEFGRID3
* xyz 0 1
H -2.06 -0.30 -1.62
C -0.59 -0.77 -0.24
H 0.35 -1.66 1.73
N 0.70 3.04 0.93
C 0.76 1.97 0.46
H 1.65 0.06 -0.80
C 0.19 -1.25 0.73
O -1.77 -0.79 -0.85
C 0.77 -0.32 -0.35
*
```